{
  "formula": "C9H15N3O",
  "method": "ωB97M-V/def2-TZVPD",
  "species": ["C", "C", "C", "C", "C", "C", "C", "C", "C", "H", "H", "H", "H", "H", "H", "H", "H", "H", "H", "H", "H", "H", "H", "H", "N", "N", "N", "O"],
  "xyz": [[-2.383244, 0.703094, -0.430335], [-1.082414, 0.349524, -0.455474], [-3.007986, -0.737262, -0.251160], [0.138352, 1.113060, -0.218389], [1.344597, 0.929769, -1.251749], [2.406279, -0.179486, -0.832635], [1.673884, -1.382956, 0.018600], [1.507323, -0.796903, 1.466776], [0.842365, 0.665384, 1.189442], [-3.924578, 2.276317, 0.298807], [-2.718624, 1.449934, 1.290152], [-0.107270, -1.107576, -1.371951], [-2.170979, -2.305775, 0.372046], [-0.140585, 2.031515, -0.129368], [0.768521, 0.735612, -2.143957], [1.810237, 1.891089, -1.613957], [3.107699, 0.484874, -0.184479], [3.068545, -0.437338, -1.650581], [0.438177, -1.610100, -0.509858], [2.454473, -2.531097, 0.080555], [0.961776, -1.445524, 2.094636], [2.473942, -0.791390, 2.042043], [0.299222, 1.462906, 2.026068], [2.038520, 1.150102, 1.058966], [-2.878821, 1.887435, 0.195889], [-0.717515, -1.078596, -0.609303], [-2.050779, -1.610011, -0.801845], [-4.151107, -1.116606, 0.321054]],
  "forces_ev_per_angstrom": [[-1.55, -3.23, 1.21], [2.47, -0.42, -0.33], [-4.73, 1.01, 1.08], [4.44, -5.44, 1.20], [-1.00, -0.04, -0.86], [-0.45, 1.35, 1.65], [2.36, -1.97, -1.03], [-0.63, 0.60, -1.50], [3.00, 3.99, 1.53], [2.88, -2.17, -1.39], [-0.80, 2.42, -3.40], [-0.57, 0.23, -3.59], [0.47, 1.45, -4.72], [-1.16, 5.94, 0.67], [0.19, -0.95, -0.95], [-0.19, -0.71, 1.25], [-0.81, -1.65, -0.61], [-0.41, -0.50, -0.38], [6.75, -1.14, 4.15], [-2.30, 3.70, -0.29], [-1.45, -0.81, 0.42], [-0.61, 0.90, -0.90], [1.64, -3.09, -1.69], [-3.95, -0.27, 0.54], [-0.71, -0.58, 5.14], [-8.22, 4.07, 0.45], [-0.83, -4.76, 5.44], [6.14, 2.09, -3.05]],
  "nbo_charge": [0.018, 0.215, 0.581, -0.283, -0.410, -0.438, -0.466, -0.434, -0.428, 0.428, 0.374, 0.407, 0.395, 0.224, 0.190, 0.232, 0.190, 0.225, 0.298, 0.190, 0.201, 0.213, 0.232, 0.218, -0.860, -0.475, -0.415, -0.620],
  "total_energy_ha": -591.0123,
  "spin_multiplicity": 1,
  "lumo_energy_ev": 0.1,
  "homo_ha": -0.3220,
  "charge": 0
}

---

{
  "formula": "C9H15N3O3Ru",
  "method": "ωB97M-V/def2-TZVPD",
  "species": ["Ru", "N", "C", "O", "C", "C", "H", "H", "H", "H", "H", "H", "C", "C", "O", "O", "H", "H", "H", "C", "N", "C", "C", "N", "C", "H", "H", "H", "H", "H", "H"],
  "xyz": [[-0.458519, 0.871644, -0.120825], [-4.432932, 0.719680, -1.105812], [-3.256684, 1.071265, -0.667211], [-2.256795, 0.286916, -0.814852], [-2.996674, 2.389645, -0.006393], [-1.686211, 2.299304, 0.759932], [-4.553079, -0.164348, -1.584915], [-5.238890, 1.318945, -0.998861], [-3.822564, 2.676452, 0.650044], [-2.942185, 3.149044, -0.791849], [-1.792537, 1.867644, 1.763735], [-1.119212, 3.226775, 0.812081], [3.422830, 2.351840, 0.324670], [2.311859, 1.639438, -0.350452], [2.312668, 0.979591, -1.348185], [1.077389, 1.778331, 0.304177], [4.329187, 1.753322, 0.254771], [3.179543, 2.580631, 1.357512], [3.602065, 3.281795, -0.220381], [2.392647, -3.891472, -0.402415], [1.387127, -2.911934, 0.021305], [0.438201, -3.101149, 0.999258], [-0.295973, -1.963011, 1.060560], [0.204078, -1.081094, 0.122507], [1.228727, -1.694307, -0.485474], [2.256700, -4.795870, 0.182226], [3.388598, -3.493418, -0.225710], [2.258152, -4.120669, -1.456403], [0.369196, -4.022140, 1.551340], [-1.145255, -1.733264, 1.682045], [1.838543, -1.269583, -1.266427]],
  "forces_ev_per_angstrom": [[-0.34, -0.17, -0.22], [0.12, -0.02, 0.02], [-0.23, 0.13, 0.00], [0.11, -0.13, 0.00], [-0.05, -0.02, -0.04], [0.12, 0.07, 0.02], [-0.01, 0.00, -0.01], [0.00, 0.00, 0.00], [0.01, 0.01, 0.00], [0.01, -0.02, -0.01], [0.02, -0.03, -0.03], [-0.04, 0.01, 0.02], [0.05, 0.04, -0.08], [-0.29, -0.25, 0.04], [0.05, 0.05, -0.01], [0.42, 0.35, 0.29], [-0.02, 0.00, -0.02], [0.02, 0.01, 0.00], [0.00, 0.02, 0.03], [0.07, -0.06, -0.03], [-0.06, 0.20, -0.08], [-0.13, 0.05, 0.07], [-0.06, -0.25, 0.08], [0.14, 0.13, -0.08], [0.09, -0.12, 0.00], [0.00, 0.01, 0.00], [-0.01, -0.01, -0.01], [0.01, 0.00, 0.01], [-0.02, 0.01, 0.02], [0.05, -0.01, 0.02], [-0.01, -0.02, 0.02]],
  "nbo_charge": [1.658, -0.686, 0.718, -0.676, -0.551, -0.508, 0.448, 0.444, 0.286, 0.286, 0.244, 0.272, -0.740, 0.811, -0.550, -0.632, 0.276, 0.259, 0.286, -0.415, -0.277, -0.022, -0.084, -0.582, 0.238, 0.245, 0.241, 0.243, 0.263, 0.242, 0.263],
  "s_squared": 6.01,
  "total_energy_ha": -836.1939,
  "spin_multiplicity": 5,
  "lumo_energy_ev": [-7.4, -10.1],
  "homo_ha": [-0.5986, -0.5977],
  "charge": 2
}

---

Question: Look up the charge of the first one.
Answer: 0

---

Question: Which value of charge does entry 2 give?
Answer: +2

---

Question: What is the charge in the first record?
Answer: 0

---

Question: Among the records above, which one has the highest charge?
Answer: C9H15N3O3Ru